This record from the Open Molecules 2025 dataset describes a cluster of 7 separate species, C26H65BF4NO16P3S2 in total. The level of theory is ωB97M-V/def2-TZVPD.

Element x y z (Å)
N (23.75748, -19.53774, -30.05401)
H (22.93862, -19.04989, -30.38803)
H (23.64310, -20.48187, -29.71394)
H (23.95475, -19.00492, -29.21898)
H (24.54360, -19.60586, -30.68448)
B (25.02353, -17.96173, -27.53315)
F (25.73886, -18.20540, -28.67038)
F (25.59800, -18.56381, -26.43196)
F (25.00398, -16.59700, -27.46653)
F (23.71708, -18.42668, -27.74826)
C (26.44649, -21.01821, -24.36383)
C (25.30568, -20.20597, -23.64286)
C (25.96423, -18.92577, -23.03561)
S (27.65313, -19.57428, -22.52362)
O (27.71103, -19.67325, -21.08869)
O (28.71350, -18.77968, -23.16597)
C (27.47976, -21.27830, -23.25680)
H (26.96627, -20.56587, -25.20841)
H (26.07455, -21.94946, -24.79107)
H (24.84468, -20.78996, -22.84629)
H (24.55338, -20.00183, -24.40474)
H (25.38250, -18.52279, -22.20657)
H (26.02388, -18.29485, -23.92245)
H (26.95891, -21.94731, -22.57178)
H (28.47262, -21.52834, -23.63071)
C (29.96884, -15.67201, -26.15512)
C (29.04987, -16.81735, -26.56797)
C (28.50062, -16.32848, -27.91070)
S (29.85190, -15.46447, -28.88409)
O (29.45568, -14.13207, -29.35899)
O (30.49202, -16.39673, -29.82327)
C (30.81492, -15.12015, -27.39751)
H (30.62634, -15.76393, -25.29062)
H (29.33720, -14.84527, -25.83011)
H (28.38165, -17.01898, -25.73076)
H (29.51088, -17.79779, -26.68758)
H (27.80818, -15.50425, -27.73963)
H (27.77783, -16.96529, -28.42074)
H (31.02208, -14.06427, -27.57158)
H (31.76793, -15.53876, -27.72101)
C (21.56572, -13.45355, -30.55651)
C (22.06776, -14.87692, -30.92130)
O (22.59883, -14.96531, -32.23922)
P (23.81499, -15.94712, -32.51652)
O (23.74515, -17.24814, -31.82580)
O (23.91756, -16.06708, -34.15262)
C (25.18708, -16.31014, -34.78635)
C (25.42373, -17.78004, -34.84620)
O (25.09601, -15.09752, -32.10750)
C (25.60525, -15.09987, -30.82622)
C (25.72964, -13.66301, -30.16849)
H (20.93799, -13.36220, -29.67012)
H (22.46895, -12.86175, -30.40802)
H (20.95311, -13.00650, -31.33943)
H (22.71862, -15.34793, -30.18467)
H (21.21340, -15.54535, -31.02797)
H (25.09953, -15.90914, -35.79612)
H (26.00632, -15.75429, -34.33028)
H (26.44901, -17.91584, -35.19037)
H (25.34211, -18.12425, -33.81520)
H (24.66850, -18.41120, -35.31457)
H (24.99881, -15.77442, -30.22181)
H (26.59852, -15.54872, -30.83302)
H (26.30223, -13.69019, -29.24140)
H (26.34096, -13.01314, -30.79464)
H (24.74333, -13.24567, -29.96573)
C (28.72712, -17.19277, -32.77847)
C (28.13501, -18.30384, -31.82044)
O (28.40070, -19.53515, -32.44584)
P (27.27049, -20.70903, -32.32609)
O (25.82011, -20.31306, -32.31139)
O (27.62807, -21.73028, -33.53883)
C (26.68593, -22.68561, -34.08208)
C (27.45781, -23.68926, -35.01308)
O (27.74319, -21.52243, -31.03004)
C (27.27492, -21.03013, -29.75475)
C (28.47541, -20.83020, -28.90304)
H (29.81642, -17.17703, -32.81435)
H (28.34114, -17.24195, -33.79666)
H (28.34591, -16.21535, -32.48281)
H (28.75939, -18.26631, -30.92778)
H (27.09647, -18.10979, -31.55234)
H (26.06954, -23.13885, -33.30572)
H (25.91237, -22.10685, -34.58681)
H (27.93912, -24.47041, -34.42465)
H (26.81115, -24.16426, -35.75085)
H (28.31512, -23.17283, -35.44485)
H (26.70699, -20.10110, -29.80434)
H (26.68004, -21.84885, -29.34990)
H (29.33316, -20.51106, -29.49508)
H (28.28511, -20.05191, -28.16402)
H (28.80256, -21.75793, -28.43359)
C (17.57065, -20.63554, -26.72217)
C (18.42937, -19.37015, -26.87041)
O (19.55034, -19.64874, -27.68547)
P (19.74460, -19.23460, -29.25301)
O (21.01867, -19.62437, -29.90530)
O (18.47769, -19.84456, -30.00596)
C (18.69137, -20.42685, -31.31864)
C (18.60261, -19.41707, -32.50009)
O (19.48310, -17.68017, -29.30241)
C (20.26005, -16.77078, -28.46415)
C (19.35496, -16.15441, -27.39508)
H (17.20132, -21.01490, -27.67494)
H (17.96473, -21.50161, -26.19046)
H (16.73493, -20.33780, -26.08891)
H (17.80220, -18.58855, -27.29920)
H (18.77279, -19.06003, -25.88350)
H (19.58767, -21.01493, -31.51591)
H (17.81001, -21.03529, -31.52140)
H (19.34299, -18.63263, -32.34327)
H (18.79785, -19.85751, -33.47784)
H (17.62110, -18.94559, -32.54956)
H (21.09878, -17.20830, -27.92266)
H (20.60049, -16.00121, -29.15694)
H (19.07008, -16.89442, -26.64720)
H (19.77364, -15.24835, -26.95706)
H (18.50099, -15.79538, -27.96948)

Atoms 1-2, force components in eV/Å:
0.69 -0.63 0.20
-0.72 -0.62 -0.89

As for the LUMO energy (spin up / spin down): -2.5 / -9.3 eV. The molar mass is 891.66 g/mol. For the HOMO energy (spin up / spin down), the calculation gives -11.955 / -11.954 eV. As for the spin multiplicity: 2. Its frontier orbital gap (spin up / spin down) is 9.502 / 2.617 eV. As for the charge: +1.